51
Properties=species:S:1:pos:R:3:mulliken_spin:R:1 method="wB97M-V/def2-TZVPD" s_squared=6.022 charge=+2 multiplicity=5 mol_weight_g_mol=397.62 homo_lumo_gap_ha="0.299 / 0.169"
Ru 1.09138 0.09008 -0.91891 2.546
C 0.31443 0.04313 -2.78332 0.020
H 1.42183 0.18656 -2.87950 0.030
H 0.04690 -0.90147 -3.24727 0.033
H -0.18606 0.90004 -3.22045 0.016
H -0.39295 -0.05084 -1.51539 0.065
H -0.42878 -0.09428 -0.45679 -0.066
C 2.01370 -1.73631 0.74355 0.113
C 0.92966 -2.19065 1.71357 -0.038
C 0.05921 -3.26339 1.06243 0.000
C 1.53916 -2.70101 3.01919 0.012
O 0.02301 -1.10034 2.02929 -0.022
Si 0.22310 0.51177 2.29523 -0.060
S 0.37120 1.62614 0.53680 0.394
O -1.10310 1.03133 3.13331 0.371
C -1.81646 0.30627 4.18004 0.000
C -2.99644 1.19569 4.56066 0.013
C -2.34451 -1.02171 3.65538 0.047
C -0.90962 0.06527 5.37854 0.078
O 1.52822 0.65986 3.30018 0.350
C 2.14012 1.83364 3.92480 -0.009
C 1.14269 2.97010 4.09344 0.019
C 2.65703 1.38461 5.28698 0.012
C 3.30002 2.28440 3.04831 0.089
H 2.73871 -2.55701 0.63839 0.013
H 2.56588 -0.86411 1.10770 -0.019
H 1.59473 -1.62772 -0.30656 -0.017
H 0.66884 -4.14224 0.81213 0.001
H -0.74715 -3.58437 1.73400 0.000
H -0.39376 -2.88391 0.13594 0.005
H 2.16819 -1.93169 3.47985 -0.004
H 0.75293 -3.00559 3.72415 0.000
H 2.16257 -3.58291 2.80928 0.000
H -3.63410 1.37931 3.68816 -0.003
H -3.60644 0.71063 5.33313 0.001
H -2.65513 2.16040 4.95433 0.002
H -1.53568 -1.74107 3.48981 -0.002
H -3.03427 -1.45718 4.39404 0.002
H -2.89364 -0.87506 2.71904 -0.002
H -0.03981 -0.54951 5.10739 -0.005
H -0.56683 1.01500 5.81034 0.000
H -1.46965 -0.47346 6.15616 0.003
H 0.28857 2.67094 4.71244 0.012
H 1.64824 3.79994 4.61000 -0.002
H 0.78289 3.34107 3.12583 0.002
H 3.40854 0.59299 5.17378 0.000
H 3.12866 2.23177 5.80375 0.000
H 1.84113 1.01048 5.91953 -0.001
H 4.04725 1.48579 2.96584 0.004
H 2.95227 2.56267 2.04702 -0.002
H 3.78481 3.15597 3.51011 -0.002